(1)
This record from the OMol25 dataset describes a molecular structure, C21H21BrIN2O2Pt. The level of theory is wB97M-V/def2-TZVPD.

Summary:
* LUMO (alpha / beta): -5.029 / -5.028 eV
* calculated total energy: -110576.26079 eV
* HOMO (alpha / beta): -10.73 / -10.73 eV
* spin multiplicity: 1
* frontier orbital gap (alpha / beta): 0.2094 / 0.2094 Ha
* net charge: +1

Each line ends with the natural charge from an NBO analysis.
Positions of all 49 atoms, in Å:
Pt1 0.22257 -1.79636 1.14437  0.9824
C1 0.14427 4.02784 0.60197  -0.6373
C2 -0.02153 2.86084 1.51467  -0.0278
C3 -0.14903 2.97244 2.89907  -0.1168
C4 -0.27193 1.83444 3.68057  -0.2503
C5 -0.23053 0.60784 3.04167  0.1398
Br1 -0.25173 -1.02756 4.00047  0.1403
N1 -0.11313 0.48774 1.72717  -0.4959
C6 -0.02943 1.57574 0.98067  0.0502
H1 0.17587 4.96254 1.15177  0.2341
H2 -0.68013 4.06324 -0.10883  0.2417
H3 1.06707 3.92444 0.03157  0.2321
H4 -0.13073 3.93944 3.37697  0.2380
H5 -0.36623 1.89124 4.75247  0.2560
H6 0.04667 1.39664 -0.08373  0.2358
I1 1.36567 -4.45556 1.61227  0.3755
C7 2.82657 -2.94156 1.35207  0.0998
C8 4.17507 -3.16606 1.53537  -0.2579
C9 5.04177 -2.08996 1.40837  -0.1054
C10 4.51367 -0.83376 1.14297  -0.2274
C11 3.14637 -0.70526 0.97167  0.0696
N2 2.30717 -1.74236 1.05587  -0.5079
H7 4.52627 -4.15116 1.78757  0.2558
H8 6.10437 -2.22556 1.52937  0.2503
H9 5.15057 0.03444 1.08087  0.2529
H10 2.70267 0.25734 0.76437  0.2282
C12 -0.51963 0.78674 -4.54633  -0.6287
C13 -1.07813 0.22744 -3.27513  0.0015
C14 -0.91373 -1.11076 -2.94703  -0.2275
C15 -1.44653 -1.64536 -1.77963  -0.0233
C16 -1.30353 -3.10786 -1.48643  -0.6215
C17 -2.12953 -0.78996 -0.91883  -0.1123
C18 -2.39173 0.53654 -1.24973  -0.0023
C19 -3.28643 1.42694 -0.44853  -0.6421
C20 -1.82263 1.02894 -2.42273  -0.2343
C21 -2.69723 -1.40966 0.39697  0.7720
O1 -3.89733 -1.35626 0.50817  -0.5966
O2 -1.83473 -1.90476 1.16227  -0.7360
H11 0.10507 0.06524 -5.06273  0.2175
H12 0.07307 1.67654 -4.34903  0.2163
H13 -1.33143 1.07314 -5.21043  0.2300
H14 -0.38443 -1.76826 -3.62023  0.2059
H15 -1.03583 -3.65836 -2.38273  0.2277
H16 -2.23483 -3.51336 -1.09993  0.2379
H17 -0.51733 -3.27386 -0.73623  0.1748
H18 -3.42893 1.07064 0.56667  0.2312
H19 -4.26623 1.43944 -0.92523  0.2458
H20 -2.91673 2.44954 -0.42493  0.2016
H21 -2.01323 2.05614 -2.69973  0.2067

=====

(2)
This record from the OMol25 dataset describes 3 unconnected molecules or ions with the total composition C4H15NO2. The level of theory is wB97M-V/def2-TZVPD.

Summary:
* LUMO: 0.612 eV
* calculated total energy: -9975.39552 eV
* HOMO: -10.11 eV
* spin multiplicity: 1
* frontier orbital gap: 0.3939 Ha
* SMILES string: CCCCN.O.O
* energy above the lowest of the compared OMol25 structures with the same formula, charge and spin: 39.0 kcal per mole

Each line ends with the natural charge from an NBO analysis.
Positions of all 22 atoms, in Å:
C1 1.26335 0.08925 1.37421  -0.6296
C2 1.04552 -1.40923 1.11410  -0.4159
C3 -0.44371 -1.70584 1.20253  -0.4026
C4 -1.49236 -0.73470 0.54459  -0.2229
N1 -1.08963 -0.50915 -0.87397  -0.8834
H1 2.32785 0.29570 1.60471  0.2160
H2 0.82115 0.54760 0.41271  0.2269
H3 0.73915 0.58168 2.18500  0.2047
H4 1.59222 -2.06788 1.83826  0.2017
H5 1.44521 -1.84697 0.20215  0.2083
H6 -0.73114 -1.83237 2.34742  0.2092
H7 -0.64346 -2.71205 0.77244  0.1980
H8 -2.43438 -1.27055 0.64766  0.1829
H9 -1.60848 0.36308 0.91305  0.1944
H10 -1.89111 -0.22243 -1.50512  0.3686
H11 -0.83698 -1.49175 -1.25640  0.3584
O1 1.17313 1.04754 -1.81196  -0.9703
H12 0.28687 0.81421 -1.55552  0.4934
H13 1.19337 1.49575 -2.66646  0.4618
O2 -0.38620 3.87231 -1.84402  -0.9423
H14 -0.67072 3.12448 -1.26553  0.4746
H15 0.34034 3.57131 -2.37985  0.4682

=====

(3)
This record from the OMol25 dataset describes a molecular structure, C18H31N2OPPdSSi. The level of theory is wB97M-V/def2-TZVPD.

Summary:
* LUMO (alpha / beta): 0.261 / -1.630 eV
* calculated total energy: -55672.04293 eV
* HOMO (alpha / beta): -4.39 / -7.70 eV
* spin multiplicity: 5
* frontier orbital gap (alpha / beta): 0.1711 / 0.2231 Ha
* expectation value of S²: 6.09

Each line ends with the Löwdin spin population.
Positions of all 56 atoms, in Å:
Pd1 -0.30618 0.04865 -0.45177  0.5348
Si1 -1.99853 0.26011 -2.04725  0.0560
P1 -0.09297 2.39834 -0.56585  0.1246
N1 -0.43826 0.23685 1.48752  0.9240
H1 -0.26547 -1.06232 -1.50941  0.0658
C1 1.02180 3.11206 0.70238  0.0248
H2 0.73355 4.11642 0.99916  0.0051
H3 2.04012 3.11747 0.31371  0.0003
H4 0.96112 2.43732 1.57025  0.0028
C2 0.35903 3.16529 -2.13790  0.0252
H5 0.35056 4.24665 -1.97786  0.0059
H6 -0.37916 2.91492 -2.91098  0.0003
H7 1.35346 2.84430 -2.46312  0.0002
C3 -1.61719 3.25855 -0.08529  0.0084
H8 -1.40966 4.32783 -0.21395  0.0036
H9 -1.85486 3.04421 0.96342  0.0011
H10 -2.44781 2.95544 -0.72969  0.0003
C4 -1.61506 -0.68032 -3.65287  0.0286
H11 -1.01323 -1.57632 -3.45025  0.0018
H12 -1.08208 -0.04713 -4.37188  -0.0002
H13 -2.56349 -0.99950 -4.11338  0.0054
H14 -3.26975 -0.31591 -1.50846  0.0070
H15 -2.32289 1.65741 -2.48079  0.0026
C5 -1.42980 0.46997 2.27575  0.1099
C6 -2.16802 0.78827 4.61168  -0.0103
C7 -1.15504 0.61130 3.68892  0.1769
C8 -2.81689 0.58831 1.89943  0.1723
C9 -3.81837 0.78335 2.83478  -0.0101
C10 -3.51361 0.87236 4.19902  0.1840
H16 -1.90257 0.84492 5.66842  -0.0034
H17 -0.10701 0.52199 3.98655  0.0076
H18 -3.04218 0.45145 0.82979  0.0058
H19 -4.83529 0.84778 2.48975  -0.0038
H20 -4.32029 0.99861 4.92517  0.0103
C11 2.60382 0.14538 -1.64955  0.0073
O1 2.19340 0.92735 -0.75855  0.0089
C12 3.15080 -1.15539 -1.11669  0.0034
H21 3.18311 -2.03065 -1.80158  0.0012
H22 2.69340 -1.51916 -0.20663  -0.0008
H23 4.15107 -0.77233 -0.93516  0.0004
C13 2.24689 0.24983 -3.13246  0.0064
H24 3.00310 0.92881 -3.48829  0.0006
H25 1.26736 0.62398 -3.49500  0.0025
H26 2.36622 -0.71281 -3.68390  0.0002
S1 -1.01290 -2.44205 -0.19799  0.4036
C14 0.43610 -3.07402 0.43878  0.1401
N2 0.94173 -2.65817 1.64464  0.2306
C15 2.05800 -3.28018 2.22123  0.2398
C16 2.66662 -4.28230 1.52317  0.0637
C17 2.21696 -4.69302 0.30041  0.2630
C18 1.07882 -4.09892 -0.23136  0.1232
H27 0.49475 -1.85021 2.12041  0.0066
H28 2.33917 -2.88498 3.19136  0.0160
H29 3.57269 -4.75693 1.95882  -0.0033
H30 2.71885 -5.47452 -0.29275  0.0169
H31 0.59607 -4.42833 -1.18391  0.0020

=====

(4)
This record from the OMol25 dataset describes a single C3H5NOS molecule. The level of theory is wB97M-V/def2-TZVPD.

Summary:
* LUMO: 0.142 eV
* calculated total energy: -17564.36321 eV
* HOMO: -8.38 eV
* spin multiplicity: 1
* frontier orbital gap: 0.3132 Ha
* SMILES string: CC(=O)NC=S
* energy above the lowest of the compared OMol25 structures with the same formula, charge and spin: 20.9 kcal per mole

Each line ends with the natural charge from an NBO analysis.
Positions of all 11 atoms, in Å:
C1 1.73581 0.21088 0.42373  -0.7155
C2 0.18586 0.23762 0.54169  0.6950
O1 -0.23668 0.57194 1.55999  -0.5028
N1 -0.61035 -0.16970 -0.57702  -0.6431
C3 -1.95171 -0.39473 -0.62522  -0.0780
S1 -3.10021 -0.26542 0.56602  -0.0491
H1 2.17611 -0.75171 0.65138  0.2396
H2 2.07824 0.44373 -0.62171  0.2075
H3 2.10707 0.92871 1.17197  0.2486
H4 -0.10368 -0.14122 -1.48244  0.4054
H5 -2.28045 -0.67010 -1.60839  0.1922

=====

(5)
This record from the OMol25 dataset describes a single C3H6ClNO molecule. The level of theory is wB97M-V/def2-TZVPD.

Summary:
* LUMO: 0.834 eV
* calculated total energy: -19267.62704 eV
* HOMO: -10.45 eV
* spin multiplicity: 1
* frontier orbital gap: 0.4146 Ha
* SMILES string: [H]/N=C(\Cl)[C@@H](C)O
* energy above the lowest of the compared OMol25 structures with the same formula, charge and spin: 26.3 kcal per mole

Each line ends with the natural charge from an NBO analysis.
Positions of all 12 atoms, in Å:
H1 -1.98062 -1.79814 1.02643  0.3693
N1 -1.11643 -1.53027 0.60533  -0.6495
C1 -1.07943 -0.45252 -0.06171  0.2673
Cl1 -2.40152 0.60731 -0.40687  -0.0191
C2 0.24076 0.09868 -0.63455  0.0321
C3 0.87852 1.12850 0.36638  -0.6249
O1 1.11230 -0.99512 -0.93132  -0.7127
H2 0.17163 0.55024 -1.56311  0.1984
H3 1.97528 0.90302 0.52116  0.2330
H4 0.45279 1.11183 1.31660  0.2093
H5 0.78149 2.09177 0.07120  0.2113
H6 0.96523 -1.71529 -0.30954  0.4856

=====

(6)
This record from the OMol25 dataset describes a single C15H21N5O2 molecule. The level of theory is wB97M-V/def2-TZVPD.

Summary:
* LUMO: 0.707 eV
* calculated total energy: -27440.79668 eV
* HOMO: -8.68 eV
* spin multiplicity: 1
* frontier orbital gap: 0.3449 Ha
* SMILES string: CCCn1nnc(NC(=O)c2cccc(OCC(C)C)c2)n1
* energy above the lowest of the compared OMol25 structures with the same formula, charge and spin: 44.6 kcal per mole

Each line ends with the natural charge from an NBO analysis.
Positions of all 43 atoms, in Å:
C1 1.21685 2.90576 0.29303  -0.6120
C2 1.83041 2.42790 -1.01633  -0.4067
C3 3.27855 1.97247 -0.83280  -0.2188
N1 3.33112 0.81731 0.01149  0.0156
N2 4.00943 0.74845 1.11981  -0.0268
N3 3.80545 -0.41919 1.62915  -0.3011
C4 2.96887 -1.05392 0.78379  0.4233
N4 2.53327 -2.32787 1.00615  -0.6200
C5 1.53525 -2.99715 0.33270  0.6804
O1 1.36180 -4.17896 0.51080  -0.5605
C6 0.70265 -2.14012 -0.55725  -0.1027
C7 0.68482 -2.35586 -1.92538  -0.2036
C8 -0.09211 -1.53470 -2.72673  -0.1891
C9 -0.85721 -0.53384 -2.16758  -0.2721
C10 -0.87279 -0.33408 -0.78313  0.3925
O2 -1.65327 0.69487 -0.36124  -0.5281
C11 -1.98031 0.87142 1.00200  -0.0575
C12 -3.26802 0.13652 1.41482  -0.2369
C13 -3.10948 -1.38112 1.36514  -0.6106
C14 -4.42713 0.58263 0.52683  -0.6078
C15 -0.07771 -1.14359 0.01827  -0.3051
N5 2.66142 -0.28669 -0.25659  -0.3043
H1 0.18254 3.19793 0.13492  0.2187
H2 1.23467 2.11401 1.03865  0.2043
H3 1.76399 3.75907 0.68803  0.2055
H4 1.81254 3.23455 -1.75008  0.2113
H5 1.25221 1.59022 -1.41104  0.2265
H6 3.88434 2.74021 -0.34761  0.2281
H7 3.71587 1.71446 -1.80183  0.2181
H8 3.04748 -2.84580 1.70885  0.4304
H9 1.28136 -3.14615 -2.35257  0.2224
H10 -0.10319 -1.68081 -3.79636  0.2173
H11 -1.46508 0.11367 -2.78046  0.2225
H12 -1.15229 0.58850 1.65885  0.1737
H13 -2.14221 1.94946 1.10774  0.1919
H14 -3.47549 0.43362 2.44946  0.2009
H15 -2.30514 -1.71347 2.01754  0.2062
H16 -2.89506 -1.71454 0.35223  0.2124
H17 -4.02950 -1.85988 1.69251  0.2130
H18 -4.58033 1.65645 0.60580  0.2055
H19 -5.34490 0.07903 0.81959  0.2095
H20 -4.21344 0.34103 -0.51141  0.2130
H21 -0.05020 -1.02180 1.09024  0.2206

=====

(7)
This record from the OMol25 dataset describes a single C20H25NO4S2 molecule. The level of theory is wB97M-V/def2-TZVPD.

Summary:
* LUMO: 0.518 eV
* calculated total energy: -52496.07982 eV
* HOMO: -8.84 eV
* spin multiplicity: 1
* frontier orbital gap: 0.3439 Ha
* SMILES string: Cc1cc(C)c(OCC(=O)N(Cc2cccs2)[C@@H]2CCS(=O)(=O)C2)c(C)c1
* energy above the lowest of the compared OMol25 structures with the same formula, charge and spin: 0.5 kcal per mole

Each line ends with the natural charge from an NBO analysis.
Positions of all 52 atoms, in Å:
C1 -6.64783 -1.09452 2.00636  -0.6253
C2 -5.45192 -0.71182 1.18814  -0.0034
C3 -5.60313 -0.23962 -0.10760  -0.2166
C4 -4.51006 0.13662 -0.87255  -0.0454
C5 -4.68484 0.62946 -2.27792  -0.6345
C6 -3.23539 0.03684 -0.31422  0.3199
O1 -2.13832 0.44368 -1.07538  -0.5597
C7 -1.52412 -0.58903 -1.82728  -0.1610
C8 -0.15837 -1.02582 -1.28724  0.6741
O2 0.03798 -2.19435 -1.00362  -0.6351
N1 0.80817 -0.08669 -1.18980  -0.4365
C9 0.62654 1.31386 -1.55419  -0.2490
C10 1.27177 2.24150 -0.57765  -0.2242
C11 2.31521 3.09002 -0.79105  -0.2445
C12 2.68412 3.81829 0.36207  -0.2519
C13 1.91975 3.50778 1.43720  -0.3951
S1 0.72627 2.32956 1.06585  0.4331
C14 2.14597 -0.47821 -0.76344  -0.0589
C15 2.80427 -1.52068 -1.68382  -0.4294
C16 4.17664 -1.80786 -1.10751  -0.6491
S2 3.96470 -1.52356 0.69225  2.1567
O3 4.18638 -2.72627 1.44265  -0.9351
O4 4.72926 -0.36321 1.06533  -0.9533
C17 2.20643 -1.06128 0.63701  -0.6701
C18 -3.05383 -0.43049 0.98670  -0.0459
C19 -1.68074 -0.55082 1.57163  -0.6325
C20 -4.17338 -0.79771 1.71867  -0.2135
H1 -6.38833 -1.85266 2.74118  0.2164
H2 -7.44620 -1.47371 1.37282  0.2157
H3 -7.02685 -0.22252 2.54029  0.2204
H4 -6.59310 -0.16396 -0.53483  0.2044
H5 -3.96525 1.41577 -2.49485  0.2257
H6 -4.52062 -0.18385 -2.98612  0.2173
H7 -5.69064 1.01311 -2.42756  0.2185
H8 -2.15313 -1.48443 -1.84607  0.2207
H9 -1.39567 -0.23072 -2.85839  0.1959
H10 -0.44216 1.52374 -1.59116  0.2577
H11 1.06437 1.49268 -2.54588  0.2015
H12 2.80529 3.19762 -1.74277  0.2230
H13 3.48617 4.53307 0.38481  0.2292
H14 1.98003 3.89526 2.43434  0.2399
H15 2.76286 0.42656 -0.77143  0.2397
H16 2.19025 -2.42150 -1.68334  0.2480
H17 2.86509 -1.14291 -2.70594  0.2190
H18 4.51043 -2.82781 -1.26019  0.2515
H19 4.93372 -1.10445 -1.44139  0.2426
H20 1.99621 -0.34180 1.42072  0.2594
H21 1.59701 -1.95336 0.73631  0.2681
H22 -1.05974 0.28440 1.25546  0.2157
H23 -1.20955 -1.47286 1.23093  0.2318
H24 -1.72604 -0.57073 2.65722  0.2188
H25 -4.04021 -1.16203 2.72734  0.2056

=====

(8)
This record from the OMol25 dataset describes a single C3H5NO molecule. The level of theory is wB97M-V/def2-TZVPD.

Summary:
* LUMO: 0.444 eV
* calculated total energy: -6727.73452 eV
* HOMO: -8.58 eV
* spin multiplicity: 1
* frontier orbital gap: 0.3316 Ha
* SMILES string: N/C=C/C=O
* energy above the lowest of the compared OMol25 structures with the same formula, charge and spin: 42.4 kcal per mole

Each line ends with the natural charge from an NBO analysis.
Positions of all 10 atoms, in Å:
N1 0.73943 0.96032 1.41691  -0.7399
C1 0.01170 0.38578 0.51338  0.1064
C2 0.28685 -0.20486 -0.70396  -0.4759
C3 -0.80749 -0.87316 -1.34262  0.3817
O1 -1.99842 -0.64951 -1.14855  -0.5888
H1 0.27798 0.84698 2.54427  0.3956
H2 1.71650 0.96914 1.43020  0.3910
H3 -1.00912 0.40459 0.62888  0.2133
H4 1.28669 -0.17432 -1.25037  0.2090
H5 -0.50412 -1.66498 -2.08814  0.1076

=====

no.,F_max (eV/Å)
1,5.16
2,3.01
3,4.98
4,4.73
5,3.74
6,1.47
7,0.80
8,7.21